No. 1
The following is a quantum chemistry calculation of a cluster of 3 separate species, C26H36O10 in total at a distorted geometry, from OMol25.

```
! RIJCOSX wB97M-V def2-TZVPD def2/J DEFGRID3
* xyz 0 1
O -1.29461 -2.01543 -1.31817
C -1.30057 -2.35185 -0.13927
C -2.21603 -1.75189 0.84386
C -2.18536 -2.12894 2.12353
O -3.04476 -1.57116 3.05224
C -1.22691 -3.16246 2.60243
O -1.20980 -3.47501 3.78825
C -0.32802 -3.77985 1.61515
C -0.36091 -3.40541 0.33475
O 0.47911 -3.98307 -0.59948
H -2.90603 -1.00018 0.48251
H -2.82637 -2.00729 3.90465
H 0.35147 -4.54275 1.97377
H 0.26485 -3.54263 -1.45059
O -2.35628 3.19968 8.52809
C -2.56401 2.19955 7.85015
C -3.32591 2.24781 6.59246
C -3.54855 1.13748 5.88660
O -4.26148 1.17609 4.70236
C -3.04020 -0.18475 6.34423
O -3.27662 -1.19054 5.68344
C -2.25779 -0.22968 7.58910
C -2.03209 0.88111 8.29333
O -1.29533 0.84712 9.46301
H -3.69152 3.21519 6.27270
H -4.28749 0.24768 4.38316
H -1.87901 -1.19492 7.90079
H -1.27452 1.77449 9.78523
C -3.95737 5.31271 -5.75148
C -3.28060 4.59173 -4.42566
C -1.70180 4.11455 -4.68622
C -1.70971 2.46728 -4.73013
C -0.29251 1.81324 -4.12999
C -0.42117 0.16523 -4.31830
C 0.99254 -0.56282 -4.72947
C 2.25340 -0.20119 -3.72611
C 2.20911 -1.10555 -2.33099
C 3.48800 -0.61371 -1.41476
C 4.51180 -1.83821 -0.98969
C 4.05979 -2.58702 0.40796
C 5.40808 -3.03312 1.23141
O 5.64734 -2.29595 2.48090
C 6.68404 -1.26244 2.33734
O 7.87883 -1.40348 1.75744
H -3.42614 6.32061 -6.03599
H -5.10531 5.49174 -5.48368
H -3.94914 4.53486 -6.63357
H -3.98194 3.66444 -4.15898
H -3.27873 5.29791 -3.46327
H -1.38618 4.46614 -5.78047
H -0.96562 4.55465 -3.88046
H -2.58566 1.98771 -4.11436
H -1.73972 2.15654 -5.87969
H 0.64595 2.24583 -4.70644
H -0.15305 2.00071 -2.98216
H -0.94739 -0.28664 -3.36723
H -1.17978 0.01774 -5.22770
H 0.80280 -1.73115 -4.81665
H 1.24742 -0.20634 -5.83760
H 3.23453 -0.38451 -4.34423
H 2.26679 0.92211 -3.38264
H 2.18826 -2.26688 -2.53221
H 1.20453 -0.83120 -1.75942
H 4.09472 0.20206 -2.03593
H 3.06689 -0.15364 -0.41827
H 5.59034 -1.36400 -0.81202
H 4.63595 -2.64601 -1.85392
H 3.34079 -1.95120 1.08500
H 3.50500 -3.59163 0.08421
H 6.30220 -3.04294 0.47707
H 5.23805 -4.17159 1.54782
H 6.45941 -0.20503 2.84230
*
```

For the total energy, the calculation gives -1764.4187 Eh. As for the SMILES: O=C1C=C(O)C(=O)C=C1O.O=C1C=C(O)C(=O)C=C1O.CCCCCCCCCCCCCOC=O.

---

No. 2
The following is a quantum chemistry calculation of a structure of composition C38H62F5N5O5STeV at a distorted geometry, from OMol25.

```
! RIJCOSX wB97M-V def2-TZVPD def2/J DEFGRID3
* xyz -2 4
V 0.73097 0.48672 -1.63849
C -1.11010 -3.07405 -1.50240
N -1.44308 -1.69921 -1.20507
C -2.74003 -1.37205 -1.74610
C -1.34783 -1.37876 0.21186
C 0.09514 -1.51274 0.70905
N 0.62135 -0.30058 1.32425
C -0.18966 0.11163 2.47893
C 0.06832 1.49061 3.01045
C 0.85395 1.59349 4.14946
C 1.16800 2.81847 4.72232
C 0.67446 3.93712 4.06344
C -0.12728 3.91081 2.92649
C -0.52186 2.63929 2.39110
O -1.40540 2.47093 1.45979
C -0.45655 5.29964 2.32677
C 0.86962 6.03299 2.03804
C -1.22022 5.26986 1.00265
C -1.29104 6.11079 3.32842
C 2.08609 2.97931 5.92990
C 1.40656 3.82521 7.01518
C 3.38666 3.67132 5.48372
C 2.45943 1.63068 6.54771
C 2.01585 -0.49166 1.72502
C 3.03773 0.50288 1.17655
C 4.33789 0.42341 1.96069
C 5.46564 0.91688 1.41799
C 5.47911 1.22085 0.01637
C 4.47743 0.80650 -0.86911
C 3.30051 0.27069 -0.33347
O 2.39528 -0.41003 -0.98233
C 4.68658 0.98855 -2.39008
C 3.93416 2.25268 -2.82964
C 4.19935 -0.21425 -3.22075
C 6.17330 1.17115 -2.72776
C 6.69020 1.25391 2.26459
C 6.77641 2.78772 2.35922
C 6.57892 0.69592 3.68470
C 7.97813 0.70710 1.63849
H -1.85214 -3.77933 -1.07793
H -0.12885 -3.32717 -1.10236
H -1.07605 -3.21049 -2.58477
H -3.52692 -2.07035 -1.39749
H -2.70103 -1.40161 -2.83802
H -3.02358 -0.36284 -1.44281
H -2.03025 -2.00741 0.81292
H -1.65973 -0.33774 0.32382
H 0.72661 -1.71409 -0.15435
H 0.18568 -2.36443 1.40608
H 0.00722 -0.60127 3.29822
H -1.24420 0.02634 2.22416
H 1.24081 0.67097 4.57282
H 0.95652 4.91161 4.45654
H 1.50216 5.41331 1.39627
H 1.43289 6.24697 2.95000
H 0.67034 6.98319 1.52820
H -0.71284 4.63895 0.26931
H -1.26682 6.28911 0.59767
H -2.23882 4.90966 1.13252
H -0.75660 6.26625 4.26936
H -2.22486 5.58614 3.55328
H -1.53835 7.09523 2.90771
H 1.19947 4.83836 6.65979
H 2.04918 3.90051 7.90155
H 0.45670 3.37120 7.31285
H 3.18641 4.68340 5.12060
H 3.83997 3.11680 4.65707
H 4.10458 3.73311 6.31213
H 1.56958 1.07711 6.86191
H 3.09160 1.79293 7.42637
H 3.01972 1.01246 5.84024
H 2.38328 -1.46305 1.38909
H 2.08039 -0.49344 2.81818
H 4.24898 0.16598 3.01008
H 6.35325 1.71593 -0.38448
H 2.87120 2.19545 -2.60223
H 4.03615 2.40919 -3.91092
H 4.32529 3.13041 -2.30627
H 3.12332 -0.33202 -3.19754
H 4.64464 -1.14458 -2.85559
H 4.50036 -0.07037 -4.26344
H 6.55703 2.14129 -2.39919
H 6.30611 1.11571 -3.81247
H 6.78111 0.38514 -2.26940
H 5.81892 3.19976 2.68839
H 7.00538 3.22786 1.38483
H 7.55779 3.08626 3.06785
H 5.72474 1.12660 4.21420
H 7.48321 0.94708 4.24700
H 6.46845 -0.39271 3.67548
H 8.14044 1.10142 0.63357
H 7.93836 -0.38413 1.56918
H 8.84086 0.98668 2.25346
O 0.35397 -0.73567 -2.66480
O -0.16156 -1.27801 -3.87340
N 2.70412 3.08746 1.60224
C 2.67816 1.95371 1.39769
F 1.02974 1.92095 -0.68920
Te -0.40692 0.91633 -4.45631
F 0.06079 2.51442 -3.10719
F 0.13225 0.88878 -6.36829
F -1.88767 -0.01618 -5.26202
F -1.49995 2.34833 -5.08482
O -1.85313 0.77814 -2.96038
C -5.51535 1.54230 -2.43185
N -4.21254 0.94121 -2.16538
C -3.42907 1.40063 -1.19866
S -1.73743 1.43983 -1.47391
N -3.91176 1.87057 -0.04403
C -5.04301 1.19599 0.58079
H -5.61247 1.68013 -3.50577
H -5.60266 2.51311 -1.94259
H -6.32986 0.90382 -2.09138
H -3.64310 0.72606 -2.99073
H -3.11761 2.01290 0.63336
H -5.95824 1.31814 0.00583
H -5.19387 1.64595 1.55958
H -4.85631 0.12687 0.71379
*
```

Its expectation value of S² is 3.801. For the total energy, the calculation gives -4244.6034 Eh.

---

No. 3
The following is a quantum chemistry calculation of an isolated molecule of C11H17O4 at a distorted geometry, from OMol25.

```
! RIJCOSX wB97M-V def2-TZVPD def2/J DEFGRID3
* xyz 0 2
C 0.87834 2.65311 2.82777
C 1.66665 2.04136 1.71599
C 0.78431 1.49785 0.66942
O -0.43468 1.65936 0.67541
C 1.53642 0.69205 -0.27105
C 0.95178 -0.02935 -1.38551
C 1.82546 -0.80758 -2.28588
C -0.46402 -0.03776 -1.46613
C -1.30062 -1.07329 -0.66609
O -1.07274 -1.18585 -2.05715
C -2.72840 -0.81881 -0.25771
C -3.63312 -2.04909 -0.23355
C -0.43624 -1.86855 0.20892
O -0.50128 -1.93897 1.42730
H 1.58614 3.04889 3.55923
H 0.23725 3.42020 2.38795
H 0.26631 1.85783 3.26448
H 2.36981 2.74765 1.25641
H 2.27684 1.21818 2.10026
H 2.44043 1.28392 -0.40802
H 1.13231 -1.30925 -2.96311
H 2.43524 -0.19194 -2.96710
H 2.44585 -1.62912 -1.86860
H -0.94491 0.93667 -1.62214
H -2.69156 -0.38126 0.74169
H -3.15940 -0.04619 -0.90295
H -4.63574 -1.77686 0.11570
H -3.72154 -2.45537 -1.24473
H -3.22765 -2.81225 0.43664
H 0.37665 -2.34882 -0.36730
O 2.65275 0.09284 0.17136
H 3.08936 -0.38961 -0.59152
*
```

Its expectation value of S² is 0.757. For the total energy, the calculation gives -730.0755 Eh.

---

No. 4
The following is a quantum chemistry calculation of a structure of composition C39H54N6O7P2Sn at a distorted geometry, from OMol25.

```
! RIJCOSX wB97M-V def2-TZVPD def2/J DEFGRID3
* xyz 0 1
Sn -0.21275 2.78818 0.72422
O 5.88376 2.84009 2.66838
C 4.59250 2.89520 2.27665
C 4.16796 3.70815 1.22618
C 2.82497 3.69297 0.91627
N 1.97210 2.91743 1.56159
C 2.35628 2.17052 2.58729
C 3.67346 2.12138 2.98474
C 1.19476 1.45419 3.26395
O 1.42108 0.62089 4.12766
O 0.05699 1.83347 2.81110
C 2.14851 4.57872 -0.11027
O 2.82136 5.24027 -0.87758
O 0.85713 4.53133 -0.05271
H 6.41528 3.43374 2.12577
H 4.83680 4.35666 0.67458
H 3.97043 1.51201 3.82617
O -4.40792 4.63266 0.81759
C -3.66725 3.69837 0.62251
O -2.37903 3.64391 0.64934
C -4.21583 2.29315 0.26369
P -2.91242 1.12204 0.75434
C -3.42593 -0.52213 0.18340
C -3.39549 -0.80162 -1.18250
C -3.89268 -2.00071 -1.66575
C -4.41389 -2.93861 -0.78503
C -4.44084 -2.67282 0.57610
C -3.95191 -1.47003 1.06407
C -2.84564 1.02613 2.53104
C -2.03311 0.03980 3.08930
C -1.95526 -0.09376 4.46292
C -2.67341 0.76839 5.27899
C -3.46534 1.76705 4.72656
C -3.55156 1.90597 3.35092
H -4.37120 2.24481 -0.81604
H -5.16146 2.04064 0.74839
H -2.98685 -0.07570 -1.87495
H -3.86589 -2.20618 -2.72801
H -4.80150 -3.87700 -1.16050
H -4.85011 -3.40180 1.26363
H -3.98073 -1.26679 2.12534
H -1.43300 -0.59190 2.44481
H -1.29405 -0.83342 4.89271
H -2.59838 0.67802 6.35499
H -4.01256 2.44547 5.36749
H -4.16242 2.69570 2.93068
C 0.40368 1.51948 -2.48739
N -0.28781 2.76759 -2.12828
C -1.69007 2.64770 -2.53558
N -1.83719 2.36838 -3.96346
C -1.09219 1.14425 -4.27731
N 0.32402 1.23885 -3.92006
C 0.89904 2.37810 -4.64595
N 0.20843 3.63020 -4.34223
C 0.31595 3.87465 -2.90339
C -1.20205 3.47703 -4.69227
H -0.03219 0.69398 -1.91854
H 1.45430 1.60373 -2.19379
H -2.21128 3.57378 -2.28567
H -2.13990 1.83235 -1.96159
H -1.17702 0.94960 -5.34854
H -1.53437 0.30247 -3.73686
H 0.83149 2.18137 -5.71810
H 1.95101 2.47762 -4.37191
H -0.19630 4.80054 -2.64371
H 1.36372 3.98310 -2.63200
H -1.28882 3.28795 -5.76413
H -1.73075 4.40177 -4.45474
C 3.57296 -1.35624 -1.02805
C 2.98208 -1.82304 0.31187
C 3.07767 -0.63177 1.27795
C 3.81678 -2.99744 0.82983
P 1.16296 -2.19869 0.05732
N 0.40158 -0.78245 -0.05705
C 0.50900 -3.21571 1.50860
C 0.94400 -2.49569 2.79818
C -1.03352 -3.15544 1.47212
C 0.94853 -4.68196 1.57842
C 0.88707 -3.14478 -1.54373
C 1.87770 -4.29374 -1.75784
C -0.53883 -3.71714 -1.51840
C 0.95652 -2.19694 -2.75134
H 4.53430 -0.87972 -0.82497
H 2.93180 -0.62521 -1.52014
H 3.75941 -2.18732 -1.70755
H 4.05774 -0.16356 1.15803
H 2.96650 -0.90215 2.32459
H 2.32153 0.11827 1.03886
H 4.86667 -2.69062 0.84875
H 3.74555 -3.87600 0.18984
H 3.54818 -3.28393 1.84467
H 0.73053 -1.42442 2.77459
H 2.00117 -2.63048 3.01968
H 0.38317 -2.92589 3.63103
H -1.38790 -2.21451 1.05351
H -1.41906 -3.23463 2.49175
H -1.46820 -3.97053 0.89808
H 2.02855 -4.80992 1.53222
H 0.49518 -5.28265 0.78967
H 0.61253 -5.09831 2.53251
H 1.96621 -4.96027 -0.90134
H 2.87089 -3.92456 -2.01157
H 1.52852 -4.89014 -2.60552
H -0.62165 -4.58652 -0.86879
H -0.79469 -4.03968 -2.53076
H -1.27179 -2.97696 -1.20469
H 1.96484 -1.86440 -2.97739
H 0.32653 -1.31924 -2.62264
H 0.59235 -2.74500 -3.62480
*
```

For the total energy, the calculation gives -3270.7110 Eh.

---

No. 5
The following is a quantum chemistry calculation of a structure of composition C41H57AsBMgN4O3 at a distorted geometry, from OMol25.

```
! RIJCOSX wB97M-V def2-TZVPD def2/J DEFGRID3
* xyz -1 1
Mg 0.36925 0.03409 1.18459
C 4.42985 0.68109 2.71379
C 2.96125 0.24309 2.74779
O 2.36705 0.11229 1.63389
C 2.41755 -0.03511 3.98129
C 1.12395 -0.57031 4.18489
C 0.78345 -1.07751 5.56939
N 0.26535 -0.68951 3.22379
N -0.90765 -1.32051 3.55299
C -1.72575 -1.42211 2.54709
O -1.57565 -0.92771 1.37869
C -2.89685 -2.29931 2.85229
C -3.50005 -2.29291 4.10889
C -4.48795 -3.20411 4.42629
C -4.87425 -4.16791 3.50779
C -4.29865 -4.17441 2.24769
C -3.33915 -3.23421 1.91539
H 4.97695 0.03079 2.03489
H 4.52145 1.69869 2.33569
H 4.88255 0.63229 3.70129
H 3.02905 0.09799 4.86539
H 1.57525 -0.86101 6.28229
H -0.14795 -0.63201 5.91229
H 0.62555 -2.15461 5.51879
H -3.16535 -1.57371 4.84009
H -4.96065 -3.17831 5.40119
H -5.61125 -4.91401 3.77939
H -4.59475 -4.92621 1.52539
H -2.88435 -3.23681 0.93689
C -3.40325 0.85179 0.20959
As -2.26635 1.89899 1.39719
C -3.37295 2.09709 3.00659
C -2.31715 3.69659 0.59389
O -0.72145 1.69419 1.76379
H -4.30965 1.43039 0.01749
H -3.65725 -0.08731 0.69259
H -2.88195 0.63999 -0.71761
H -4.38885 2.39709 2.74349
H -2.91645 2.85589 3.64779
H -3.39005 1.14329 3.53239
H -3.31025 4.00569 0.27569
H -1.63285 3.70009 -0.25381
H -1.93205 4.39299 1.34199
C -2.80485 2.46359 -3.35561
C -1.32065 2.26389 -3.67161
C -1.08785 2.53889 -5.16071
C -0.46685 3.12159 -2.75861
C -0.64965 4.49669 -2.78351
C 0.05165 5.32449 -1.93101
C 0.92605 4.76729 -1.01891
C 1.14545 3.39819 -0.95861
C 2.17065 2.87839 0.01959
C 3.58135 3.15039 -0.51531
C 1.98955 3.50099 1.40439
C 0.46055 2.55459 -1.85491
N 0.73005 1.18139 -1.91951
B 0.58795 0.09489 -0.95201
N 0.88545 -1.05411 -1.77781
C 1.21655 -0.66981 -3.06141
C 1.11135 0.66519 -3.15271
C 1.04905 -2.38881 -1.36911
C -0.01865 -3.29551 -1.35621
C 0.19605 -4.56201 -0.82081
C 1.43785 -4.95991 -0.37011
C 2.50685 -4.09401 -0.48461
C 2.33095 -2.81201 -0.97891
C 3.51835 -1.89481 -1.15621
C 4.45685 -1.91581 0.04519
C 4.28605 -2.28161 -2.42631
C -1.37465 -3.06051 -1.99651
C -1.26075 -3.27081 -3.51311
C -2.04855 -1.72551 -1.69561
H -3.40265 1.71229 -3.87211
H -3.14085 3.44819 -3.68011
H -2.98175 2.37499 -2.28471
H -1.07565 1.21829 -3.47501
H -1.40775 3.54409 -5.42861
H -1.66195 1.83059 -5.75601
H -0.03825 2.43879 -5.42431
H -1.35105 4.93099 -3.48321
H -0.08605 6.39529 -1.97811
H 1.46715 5.42139 -0.35421
H 2.03775 1.80239 0.13939
H 3.72545 4.21229 -0.72191
H 3.76055 2.59849 -1.43621
H 4.31745 2.83529 0.21879
H 2.31925 4.53969 1.43709
H 2.56415 2.93809 2.13259
H 0.94415 3.44099 1.69889
H 1.52455 -1.37041 -3.81961
H 1.31835 1.30349 -3.99331
H -0.62985 -5.25721 -0.75451
H 1.58075 -5.94891 0.04319
H 3.48875 -4.41341 -0.17141
H 3.14875 -0.87191 -1.26531
H 4.96375 -2.87321 0.14179
H 3.88405 -1.71761 0.94529
H 5.21705 -1.14571 -0.07581
H 4.75775 -3.25471 -2.29751
H 5.06075 -1.54481 -2.63511
H 3.62205 -2.33481 -3.28651
H -2.03135 -3.85271 -1.61671
H -0.63805 -2.49871 -3.95871
H -2.24735 -3.22831 -3.97311
H -0.81945 -4.24331 -3.73381
H -1.61035 -0.92361 -2.28301
H -1.93495 -1.48851 -0.64131
H -3.10925 -1.78821 -1.94711
*
```

For the total energy, the calculation gives -4502.1964 Eh.

---

No. 6
The following is a quantum chemistry calculation of a cluster of 3 separate species, C16H28ClN3O6 in total, from OMol25.

```
! RIJCOSX wB97M-V def2-TZVPD def2/J DEFGRID3
* xyz 0 1
N 3.97750 -2.32265 2.13362
C 2.88314 -2.08798 2.37665
C 1.47786 -1.77865 2.67270
Cl 1.43066 -0.99126 4.27315
C 0.89555 -0.88572 1.55395
C 0.64018 -1.72080 0.36811
N 0.45827 -2.35505 -0.56880
C -0.32850 -0.03282 1.92183
C -1.48052 -0.71689 2.66100
C -2.41604 -1.52331 1.73671
C -2.43100 -3.01534 2.07513
N -1.09416 -3.62530 2.01723
H 0.93119 -2.71989 2.71738
H 1.69179 -0.19750 1.25180
H -0.71997 0.37500 0.98592
H 0.02867 0.82422 2.49489
H -1.13506 -1.38035 3.45469
H -2.04677 0.08448 3.14023
H -3.44674 -1.18096 1.86643
H -2.14093 -1.36136 0.69212
H -3.12159 -3.50804 1.38568
H -2.79230 -3.12292 3.10040
H -0.94037 -4.16656 1.17944
H -0.91752 -4.20015 2.82739
C -7.33939 1.58408 -0.88644
C -6.13352 1.58629 0.02674
O -5.03639 0.84402 -0.53207
C -4.33884 1.47263 -1.47764
O -4.52885 2.59175 -1.87764
O -3.37840 0.64717 -1.89491
C -2.56251 1.16608 -2.95087
H -7.62520 0.56156 -1.13576
H -8.18049 2.07180 -0.39347
H -7.12739 2.11577 -1.81279
H -6.35865 1.07918 0.96329
H -5.80613 2.60002 0.25657
H -2.15097 2.13598 -2.68032
H -3.14354 1.25585 -3.86715
H -1.76225 0.44518 -3.08851
C 4.90114 -0.43858 -0.41620
C 4.86108 1.05979 -0.22002
O 5.99333 1.71852 -0.81344
C 5.92642 1.88735 -2.13163
O 5.00757 1.57768 -2.84568
O 7.05908 2.46715 -2.53399
C 7.15079 2.66547 -3.94703
H 5.83894 -0.84838 -0.04167
H 4.08181 -0.90852 0.12042
H 4.81255 -0.69535 -1.47164
H 4.92371 1.30908 0.83839
H 3.94338 1.49397 -0.61872
H 6.28288 3.20507 -4.31967
H 7.23531 1.70815 -4.45900
H 8.05120 3.25104 -4.10676
*
```

For the total energy, the calculation gives -1702.3607 Eh. As for the SMILES: N#C[C@@H](Cl)[C@@H](C#N)CCCCN.CCOC(=O)OC.CCOC(=O)OC.